A structure of composition C12H39Fe2O21P2Pd. Source: the Open Molecules 2025 dataset; level of theory: the ωB97M-V functional and the def2-TZVPD basis.

XYZ file:
```
77
Properties=species:S:1:pos:R:3:lowdin_spin:R:1
Fe -0.834 2.171 2.305 3.707
Fe 1.515 0.325 1.673 3.728
Pd -2.451 -0.684 1.657 1.413
O 1.276 2.262 2.342 0.116
H 1.644 3.133 2.412 0.011
P -0.519 0.682 -0.028 0.025
O -0.481 0.329 1.502 0.176
O 0.955 0.258 -0.313 0.060
O -0.805 2.179 0.206 0.030
O -1.623 -0.350 -0.349 0.042
P -2.374 0.748 4.095 0.015
O -2.657 1.191 2.561 0.256
O -2.392 -0.806 3.803 0.144
O -3.468 1.428 4.855 0.033
O -1.033 1.517 4.207 0.069
C 4.832 -0.062 1.068 0.003
C 5.004 -0.820 -0.244 0.001
O 5.067 0.045 -1.363 0.000
O 3.582 0.653 1.090 0.024
H 5.681 0.621 1.184 0.001
H 4.842 -0.751 1.913 0.000
H 4.169 -1.535 -0.317 0.000
H 5.912 -1.430 -0.185 0.000
H 4.179 0.224 -1.720 0.000
H 3.717 1.330 0.406 0.001
C 2.404 -2.300 2.919 0.002
C 1.743 -1.536 4.051 0.002
O 1.644 -0.133 3.753 0.025
O 1.881 -1.828 1.707 0.025
H 2.250 -3.366 3.070 0.001
H 3.479 -2.101 2.945 0.000
H 2.308 -1.730 4.970 0.001
H 0.722 -1.910 4.204 0.000
H 1.292 0.326 4.531 0.002
H 1.739 -2.473 1.002 0.001
C 1.915 2.071 -4.547 0.000
C 1.347 1.610 -3.246 0.001
O 2.367 0.939 -2.497 0.001
O 2.257 0.987 -5.404 0.000
H 2.832 2.658 -4.366 0.000
H 1.263 2.805 -5.026 0.000
H 0.556 0.870 -3.456 0.000
H 0.830 2.454 -2.768 0.000
H 1.913 0.718 -1.642 0.000
H 2.416 0.219 -4.848 0.000
C -4.438 -2.290 0.570 0.000
C -3.417 -3.413 0.840 0.001
O -2.138 -2.895 1.246 0.027
O -4.557 -1.341 1.645 0.045
H -5.416 -2.742 0.392 0.001
H -4.104 -1.730 -0.304 0.000
H -3.354 -4.167 0.058 0.000
H -3.762 -3.892 1.770 0.000
H -1.395 -3.501 1.219 0.002
H -5.036 -1.727 2.390 0.003
C -1.342 -2.715 -2.762 0.000
C 0.054 -2.993 -2.246 0.000
O 0.153 -2.837 -0.812 0.001
O -1.689 -1.351 -2.807 0.002
H -2.089 -3.254 -2.170 0.000
H -1.331 -3.010 -3.819 0.000
H 0.818 -2.401 -2.760 0.000
H 0.299 -4.048 -2.411 0.000
H -0.077 -1.909 -0.618 0.000
H -1.583 -0.910 -1.913 0.001
C -1.377 5.495 -0.870 0.000
O -0.294 4.567 -0.912 0.000
H -1.723 5.560 0.166 0.000
H -1.065 6.461 -1.256 0.000
H -2.186 5.116 -1.503 0.000
H -0.557 3.695 -0.510 0.000
C -3.353 1.675 -2.025 0.000
O -3.362 2.720 -1.090 0.000
H -2.541 1.826 -2.753 0.000
H -3.263 0.675 -1.603 0.000
H -4.286 1.648 -2.595 0.000
H -2.484 2.754 -0.669 0.000
```

Its spin multiplicity is 11. The calculation puts the frontier orbital gap (spin up / spin down) at 6.33 / 6.26 eV. The calculation puts the highest occupied orbital energy (spin up / spin down) at -4.46 / -4.40 eV. The total charge is -1. The calculation puts the LUMO energy (spin up / spin down) at 1.87 / 1.86 eV. The expectation value of S² is 30.023. The energy above the lowest of the compared OMol25 structures with the same formula, charge and spin comes out at 0.00 kJ/mol. The strongest force on any atom is 0.07541 hartree/bohr.

***

A cluster of 6 separate species, C12H39N3O6 in total. Source: the Open Molecules 2025 dataset; level of theory: the ωB97M-V functional and the def2-TZVPD basis.

XYZ file:
```
60
Properties=species:S:1:pos:R:3:nbo_charge:R:1
O 3.509 1.317 -0.130 -0.961
H 2.584 1.031 -0.029 0.502
H 3.481 1.965 -0.837 0.447
O 0.817 0.246 -0.145 -1.002
H -0.041 0.073 0.279 0.508
H 0.577 0.494 -1.044 0.485
O 2.139 0.239 -2.737 -0.960
H 2.731 0.992 -2.821 0.477
H 2.708 -0.483 -2.451 0.494
C 5.147 2.205 5.438 -0.622
C 3.720 2.341 6.004 -0.071
C 2.868 1.201 5.526 -0.058
O 2.832 1.200 4.130 -0.540
C 2.104 0.109 3.610 -0.245
N 3.678 2.345 7.463 -0.823
H 5.785 3.012 5.815 0.199
H 5.162 2.267 4.352 0.229
H 5.571 1.259 5.786 0.192
H 3.325 3.280 5.610 0.191
H 1.864 1.293 5.976 0.173
H 3.281 0.250 5.914 0.147
H 1.811 0.350 2.593 0.205
H 1.260 -0.122 4.267 0.162
H 2.742 -0.788 3.585 0.163
H 4.214 3.130 7.819 0.355
H 4.201 1.535 7.794 0.344
C -1.937 -2.255 1.282 -0.615
C -2.708 -1.524 0.182 -0.086
C -4.117 -1.183 0.677 -0.073
O -4.912 -0.511 -0.270 -0.536
C -5.342 -1.302 -1.333 -0.252
N -1.981 -0.282 -0.187 -0.879
H -1.699 -1.575 2.104 0.211
H -1.009 -2.660 0.878 0.218
H -2.485 -3.089 1.735 0.205
H -2.820 -2.216 -0.659 0.176
H -3.982 -0.478 1.506 0.186
H -4.619 -2.068 1.086 0.171
H -6.102 -2.038 -1.033 0.165
H -4.530 -1.855 -1.825 0.162
H -5.786 -0.660 -2.094 0.195
H -1.750 -0.356 -1.179 0.393
H -2.639 0.494 -0.163 0.370
C -2.631 -1.237 -3.926 -0.623
C -1.118 -1.044 -3.918 -0.083
C -0.529 -1.197 -5.312 -0.078
O -1.217 -0.489 -6.325 -0.547
C -0.701 0.787 -6.616 -0.241
N -0.801 0.221 -3.238 -0.870
H -3.053 -0.941 -2.964 0.209
H -2.910 -2.281 -4.085 0.212
H -3.117 -0.645 -4.704 0.220
H -0.729 -1.879 -3.321 0.187
H -0.608 -2.252 -5.602 0.186
H 0.539 -0.944 -5.320 0.173
H -0.749 1.455 -5.753 0.154
H -1.318 1.193 -7.412 0.195
H 0.340 0.701 -6.949 0.167
H -1.250 0.969 -3.755 0.350
H 0.203 0.397 -3.275 0.389
```

As for the SMILES: COC[C@H](C)N.COC[C@H](C)N.COC[C@H](C)N.O.O.O. The calculation puts the frontier orbital gap at 9.68 eV. The calculation puts the highest occupied orbital energy at -9.26 eV. The calculation puts the LUMO energy at 0.41 eV. The energy above the lowest of the compared OMol25 structures with the same formula, charge and spin comes out at 5.51 kJ/mol. The strongest force on any atom is 0.02127 hartree/bohr.

***

A structure of composition C12H3Br5NO4Pd. Source: the Open Molecules 2025 dataset; level of theory: the ωB97M-V functional and the def2-TZVPD basis.

XYZ file:
```
26
Properties=species:S:1:pos:R:3:nbo_charge:R:1
Pd 0.214 0.092 -0.100 1.030
Br 5.269 -3.809 2.560 0.264
C 3.641 -3.053 2.116 -0.065
C 2.401 -3.630 2.731 -0.097
Br 2.582 -5.061 3.892 0.260
C 1.166 -3.144 2.467 -0.240
Br -0.421 -3.793 3.179 0.223
C 1.065 -2.029 1.557 0.447
O 0.013 -1.491 1.230 -0.468
C 2.327 -1.444 0.934 0.523
O 2.148 -0.496 0.171 -0.518
C 3.609 -2.007 1.256 -0.284
Br 5.100 -1.235 0.453 0.203
Br 2.994 1.738 -1.767 0.144
C 1.221 2.290 -2.026 0.151
C 0.998 3.359 -2.884 -0.250
C -0.295 3.792 -3.098 -0.105
C -1.333 3.142 -2.447 -0.195
C -1.032 2.096 -1.616 0.106
N 0.227 1.663 -1.398 -0.474
C -2.125 1.350 -0.879 0.735
O -3.279 1.640 -0.991 -0.526
O -1.667 0.371 -0.121 -0.643
H 1.841 3.830 -3.366 0.257
H -0.485 4.623 -3.764 0.248
H -2.374 3.416 -2.557 0.273
```

The calculation puts the frontier orbital gap at 6.20 eV. The calculation puts the highest occupied orbital energy at -12.85 eV. The total charge is +1. The calculation puts the LUMO energy at -6.64 eV. The strongest force on any atom is 0.01409 hartree/bohr.